Computed, not measured: a cluster of 2 separate species, C17H19F2N2O7S in total, with ωB97M-V/def2-TZVPD.

Last column: Mulliken charge in e.
Positions of all 48 atoms, in Å:
C -0.03 -1.77 -4.32  -1.0427
C -0.89 -2.01 -2.98  0.2206
O -0.32 -3.00 -2.09  -0.4386
C -0.12 -2.42 -0.76  0.3428
C 1.03 -3.19 0.06  -0.6373
O 1.10 -2.87 1.47  -0.4741
C 0.47 -1.62 1.79  -0.0887
C 0.97 -0.21 1.39  0.7195
C 2.29 -0.13 0.49  -0.5072
C 3.36 0.98 0.95  0.4966
C 4.86 0.41 1.17  -1.1604
F 3.43 1.97 -0.13  -0.3713
C 0.13 1.04 1.86  0.4949
C 0.52 2.54 1.47  0.2995
O 0.52 2.85 0.21  -0.6674
O 0.80 3.45 2.48  -0.7745
C -1.16 0.88 2.74  -0.7438
C -1.72 -0.51 3.21  0.4598
N -2.87 -0.83 4.01  -0.6801
S -2.87 -2.57 4.11  0.1312
N -1.47 -2.95 3.18  -0.6092
C -0.85 -1.72 2.68  0.5655
H 0.77 -0.94 -4.21  0.2410
H 0.51 -2.70 -4.72  0.2747
H -0.75 -1.37 -5.15  0.3014
H -1.08 -0.99 -2.51  -0.0357
H -1.93 -2.42 -3.30  0.2823
H -1.14 -2.44 -0.23  0.2037
H 0.28 -1.35 -0.95  -0.0532
H 2.04 -2.95 -0.42  0.2021
H 0.89 -4.34 -0.04  0.3128
H 1.99 -0.07 -0.62  0.2597
H 2.82 -1.16 0.61  0.1048
H 3.00 1.46 1.92  0.2573
H 4.98 -0.66 0.76  0.2941
H 5.05 0.46 2.31  0.2754
H 5.63 1.07 0.62  0.3067
H -1.76 1.81 3.06  0.3473
C -2.67 3.74 -1.32  -0.4612
C -2.97 2.95 -0.09  0.8910
O -3.46 1.72 -0.60  -0.3049
C -2.84 1.57 -1.81  0.6792
O -2.79 0.53 -2.41  -0.6097
O -2.28 2.73 -2.24  -0.3060
F -3.96 3.53 0.64  -0.3404
H -3.55 4.27 -1.70  0.2814
H -1.87 4.46 -1.16  0.3110
H -2.10 2.76 0.55  -0.2501

- LUMO level (Eh) = 0.0500
- spin multiplicity = 1
- largest force on an atom (eV/Å) = 6.505
- total charge = -1
- HOMO energy (eV) = -5.115
- energy (Eh) = -1893.11696